Entry 1:
A gas-phase ion, C3H4Cl2F2NOS (charge +1) in a non-equilibrium geometry, computed with ωB97M-V/def2-TZVPD.

Atoms and positions in Å:
C: -1.5930 0.2135 -0.3036
C: -0.4117 0.4385 1.9583
C: 1.4105 -0.2673 -1.9490
N: -0.4124 -0.2705 0.6959
O: -2.1681 -0.2501 -1.1939
F: -1.7340 1.4291 0.1155
F: -0.5775 -1.6597 0.7284
S: 1.4735 0.0259 -0.1121
Cl: 3.1686 0.0183 -1.6589
Cl: 0.9881 -1.8246 -2.5110
H: -1.4326 0.4088 2.3723
H: 0.2339 -0.1811 2.5941
H: 0.0009 1.2865 1.6521
H: 1.0538 0.6327 -2.3882

Computed properties:
* E_HOMO: -0.5518 hartree
* ΔE to the lowest compared entry with this formula, charge and spin: 39.7 kJ/mol
* charge: +1
* lowest unoccupied orbital energy: -5.1862 eV

Entry 2:
A molecular structure, C4H3LiOPd in a non-equilibrium geometry, computed with ωB97M-V/def2-TZVPD.

Atoms and positions in Å:
H: 1.8238 -0.0361 1.3164
O: 0.9961 1.6519 0.4090
C: 1.2246 0.2623 0.4248
C: -0.0731 -0.5311 0.4074
H: 1.8554 -0.0239 -0.4515
H: 0.1290 -1.6080 0.5472
Pd: -0.7232 1.3471 0.4047
Li: -2.0854 -0.7427 0.3522
C: -2.0526 0.1740 -1.9397
C: -1.0946 -0.4935 -1.4706

Computed properties:
* E_HOMO (spin up / spin down): -0.0430 / -0.1644 hartree
* expectation value of S²: 3.761
* 2S+1: 4
* charge: -1
* lowest unoccupied orbital energy (spin up / spin down): 2.7202 / 2.5946 eV

Entry 3:
A molecular structure, C38H45N4O5PSSeW in a non-equilibrium geometry, computed with ωB97M-V/def2-TZVPD.

Atoms and positions in Å:
W: 0.2976 -0.3515 -0.2074
C: -2.6565 -1.8267 0.0362
O: -1.8024 -0.7221 0.4177
C: -2.2986 0.2520 1.2721
C: -3.6649 0.3816 1.6203
C: -4.0834 1.4023 2.5730
C: -3.1400 2.3020 3.0135
C: -1.8018 2.1435 2.6763
C: -1.3701 1.1792 1.7970
N: 0.0163 0.9361 1.4554
N: 0.3572 -0.3636 1.7172
C: 0.0022 -1.4009 2.4956
C: 0.1120 -2.5447 1.7265
O: 0.3654 -2.2856 0.4433
C: -0.0331 -3.7889 2.3573
C: -0.2957 -3.7212 3.6954
C: -0.3779 -2.5471 4.4793
C: -0.7275 -2.6352 5.8437
C: -0.8530 -1.5009 6.5865
C: -0.7898 -0.2555 5.9691
C: -0.4380 -0.1127 4.6446
C: -0.2904 -1.3052 3.8936
H: -3.5935 -1.5439 -0.4487
H: -2.9119 -2.5420 0.9091
H: -2.0912 -2.2904 -0.7927
H: -4.4824 -0.2019 1.1557
H: -5.1270 1.5420 2.8162
H: -3.4039 3.0694 3.7406
H: -1.0654 2.8114 3.0921
H: -0.0234 -4.7265 1.7943
H: -0.3935 -4.6540 4.2339
H: -0.7728 -3.5455 6.3551
H: -1.0545 -1.6104 7.6403
H: -0.8794 0.6870 6.5548
H: -0.1640 0.8213 4.1827
N: 7.1166 0.6449 1.8135
C: 6.6615 0.4154 0.4899
S: 7.5949 0.3998 -0.7877
C: 5.1438 0.1802 0.4444
C: 4.3397 1.2412 0.5484
C: 2.9710 1.0994 0.2180
N: 2.4653 -0.0587 -0.0583
C: 3.2905 -1.1360 -0.0049
C: 4.6251 -1.0807 0.1831
H: 8.1016 0.8316 1.9571
H: 6.4977 0.5940 2.5969
H: 4.7478 2.2052 0.7205
H: 2.4395 2.0305 0.1216
H: 2.7870 -2.0919 -0.1655
H: 5.1970 -2.0377 0.1778
C: -4.0643 5.9134 0.4991
C: -3.2739 4.7604 0.0857
C: -3.8492 3.6774 -0.6192
C: -3.0185 2.7184 -1.1516
C: -3.7139 1.5870 -1.9795
C: -1.6687 2.7855 -0.8673
Se: -0.4819 1.3966 -1.6594
C: -1.0636 3.8008 -0.1787
C: 0.4289 4.0021 0.0258
C: -1.9304 4.7416 0.3080
H: -4.3135 5.8035 1.5885
H: -5.0066 6.0159 -0.0041
H: -3.5535 6.9479 0.4953
H: -4.9050 3.6580 -0.7413
H: -3.5197 1.8010 -3.0154
H: -4.7828 1.5665 -1.8274
H: -3.3047 0.6845 -1.6448
H: 0.8561 3.0562 0.3938
H: 0.6265 4.8068 0.7441
H: 1.0341 4.2134 -0.8208
H: -1.5100 5.4801 1.0011
C: 2.1722 -5.5557 -3.2966
C: 1.8915 -4.1139 -3.7436
O: 1.0949 -3.5146 -2.7087
P: 0.1226 -2.3005 -2.9309
O: 0.3454 -2.0124 -4.5376
C: -0.9015 -1.8287 -5.2958
C: -1.4606 -0.4152 -5.0677
O: 0.9258 -0.9797 -2.2711
C: 1.8045 -0.1612 -3.2006
C: 3.1473 -0.7885 -3.4937
H: 2.6695 -6.0784 -4.1453
H: 1.2026 -6.0539 -3.0893
H: 2.7812 -5.5537 -2.3713
H: 1.4879 -3.9583 -4.7046
H: 2.8645 -3.5816 -3.7131
H: -1.6940 -2.5095 -4.9792
H: -0.6456 -2.0866 -6.3744
H: -1.5136 -0.1217 -4.0174
H: -2.4387 -0.3396 -5.4313
H: -0.9428 0.3142 -5.6568
H: 1.8353 0.7622 -2.6753
H: 1.2318 -0.0712 -4.1987
H: 3.0183 -1.5837 -4.1754
H: 3.6506 -1.2071 -2.6339
H: 3.8216 0.0335 -3.9142

Computed properties:
* E_HOMO (spin up / spin down): -0.4714 / -0.4773 hartree
* ΔE to the lowest compared entry with this formula, charge and spin: 116.1 kJ/mol
* expectation value of S²: 2.034
* 2S+1: 3
* charge: +2
* lowest unoccupied orbital energy (spin up / spin down): -6.5319 / -7.8380 eV

Entry 4:
2 unconnected molecules or ions with the total composition C4H12O in a non-equilibrium geometry, computed with ωB97M-V/def2-TZVPD.

Atoms and positions in Å:
C: 2.8354 -0.7921 -0.0124
C: 1.3994 -1.1237 0.5777
O: 0.5256 -1.2110 -0.5408
H: 2.7064 -0.9733 -1.0627
H: 3.4492 -1.6357 0.2658
H: 3.0968 0.2087 0.2839
H: 1.3854 -1.9638 1.2792
H: 1.1300 -0.2806 1.1497
H: 0.8082 -0.6054 -1.2267
C: -2.1794 1.8392 -0.1861
C: -2.2235 0.2934 -0.0146
H: -2.7165 2.1343 -1.0786
H: -2.4215 2.4966 0.6662
H: -1.1247 2.0543 -0.4632
H: -2.2701 0.0753 1.0455
H: -1.3213 -0.2724 -0.3044
H: -3.0793 -0.2437 -0.3788

Computed properties:
* SMILES: CCO.CC
* E_HOMO: -0.3713 hartree
* ΔE to the lowest compared entry with this formula, charge and spin: 132.9 kJ/mol
* charge: 0
* lowest unoccupied orbital energy: 0.9522 eV

Entry 5:
C8H12O3S in the gas phase in a non-equilibrium geometry, computed with ωB97M-V/def2-TZVPD.

Atoms and positions in Å:
C: 0.0804 2.3766 0.4614
C: 0.6508 2.4059 -0.9459
C: 1.3644 0.9892 -1.0044
C: 1.3712 -0.8362 0.8801
C: 0.3134 -1.9603 1.1138
C: -1.3629 -1.0312 -0.6721
C: 0.8110 0.3808 0.2073
C: -2.5457 -0.6521 0.2440
O: -0.4581 3.3028 1.0095
O: 0.7891 -2.1817 -1.5151
O: 0.0994 1.1830 1.0130
S: -0.3168 -2.4288 -0.5416
H: -0.0627 2.6133 -1.7502
H: 1.3484 3.1981 -0.8805
H: 1.2113 0.3189 -1.8884
H: 2.3748 1.2008 -0.6959
H: 1.6724 -0.6481 1.8170
H: 2.3031 -1.1849 0.3317
H: 0.8805 -2.8050 1.5859
H: -0.6060 -1.5409 1.5688
H: -1.4581 -0.7356 -1.7488
H: -2.8294 -1.5157 1.0064
H: -3.3418 -0.6131 -0.4655
H: -2.2889 0.1642 0.8696

Computed properties:
* E_HOMO (spin up / spin down): -0.2717 / -0.2912 hartree
* ΔE to the lowest compared entry with this formula, charge and spin: 304.2 kJ/mol
* charge: 0
* lowest unoccupied orbital energy (spin up / spin down): -0.1684 / 0.4998 eV

Entry 6:
A molecular structure, C36H53BCl5CsN6O in a non-equilibrium geometry, computed with ωB97M-V/def2-TZVPD.

Atoms and positions in Å:
Cs: 3.5329 -0.6983 -1.2853
C: -0.1890 -5.2677 1.1213
C: -1.6146 -4.7388 1.2744
C: -2.4447 -5.0745 0.0321
C: -1.6202 -3.2572 1.5394
C: -2.3614 -2.5368 2.4938
C: -2.0189 -1.2136 2.2793
C: -2.5472 0.0105 2.9711
C: -1.7046 0.3741 4.1956
C: -4.0155 -0.1659 3.3578
N: -1.1181 -1.1858 1.2731
N: -0.8749 -2.4373 0.8172
B: -0.3749 -0.0412 0.5261
N: -1.0726 0.3438 -0.8232
N: -0.2952 1.0874 -1.6528
C: -0.9913 1.2757 -2.7625
C: -2.2358 0.6364 -2.6756
C: -2.2467 0.0381 -1.4269
C: -3.3658 -0.7975 -0.8630
C: -3.7542 -1.8986 -1.8518
C: -4.5834 0.0716 -0.5283
C: -0.4097 2.0197 -3.9342
C: 0.7572 1.2430 -4.5419
C: 0.0228 3.4348 -3.5513
N: -0.2021 1.2054 1.4498
N: 0.8203 1.1193 2.3337
C: 0.8437 2.2577 3.0067
C: -0.1793 3.1139 2.5570
C: -0.8181 2.4040 1.5554
C: -1.9670 2.8654 0.7018
C: -3.0904 3.4587 1.5542
C: -1.4865 3.8856 -0.3335
C: 1.8913 2.5067 4.0602
C: 2.3772 1.2008 4.6828
C: 1.3793 3.4641 5.1343
H: -0.1923 -6.3474 0.9465
H: 0.2953 -4.7798 0.2747
H: 0.4068 -5.0586 2.0117
H: -2.0816 -5.2208 2.1410
H: -2.0071 -4.5981 -0.8470
H: -2.4692 -6.1545 -0.1418
H: -3.4716 -4.7161 0.1356
H: -3.0510 -2.9256 3.2271
H: -2.4829 0.8390 2.2648
H: -1.7466 -0.4350 4.9306
H: -0.6624 0.5318 3.9136
H: -2.0792 1.2889 4.6646
H: -4.1282 -0.9580 4.1027
H: -4.4061 0.7581 3.7937
H: -4.6268 -0.4273 2.4929
H: 0.7248 -0.4230 0.2586
H: -2.9990 0.5729 -3.4361
H: -3.0341 -1.2811 0.0505
H: -4.1799 -1.4712 -2.7643
H: -2.8832 -2.4911 -2.1335
H: -4.5009 -2.5631 -1.4072
H: -4.9245 0.6103 -1.4163
H: -5.4097 -0.5465 -0.1637
H: -4.3493 0.8111 0.2412
H: -1.2029 2.0916 -4.6867
H: 1.5578 1.1348 -3.8096
H: 0.4568 0.2365 -4.8321
H: 1.1594 1.7564 -5.4203
H: 0.7899 3.3916 -2.7751
H: 0.4398 3.9594 -4.4158
H: -0.8158 4.0171 -3.1625
H: -0.4151 4.1120 2.8913
H: -2.3609 2.0063 0.1599
H: -2.7409 4.3435 2.0924
H: -3.9280 3.7609 0.9193
H: -3.4595 2.7447 2.2940
H: -1.1253 4.7892 0.1664
H: -0.6749 3.4661 -0.9260
H: -2.3012 4.1646 -1.0084
H: 2.7505 2.9823 3.5724
H: 1.5617 0.7116 5.2229
H: 2.7225 0.5102 3.9163
H: 3.1928 1.3919 5.3861
H: 0.5070 3.0383 5.6380
H: 2.1522 3.6484 5.8853
H: 1.0845 4.4263 4.7108
Cl: 4.7391 -1.7251 -5.1116
C: 3.1455 -2.5187 -4.9806
C: 2.4017 -2.2754 -3.8543
C: 1.1832 -2.9192 -3.8120
Cl: 0.1751 -2.6719 -2.3842
C: 0.7046 -3.7498 -4.8212
Cl: -0.8483 -4.5263 -4.7121
C: 1.5002 -3.9576 -5.9489
Cl: 0.9427 -4.9805 -7.2356
C: 2.7455 -3.3369 -6.0344
Cl: 3.7397 -3.6010 -7.4399
C: 6.9765 2.1016 -0.3804
C: 6.7741 0.6668 0.1379
C: 8.0883 -0.1177 -0.0276
O: 5.7252 0.0560 -0.4768
H: 7.7896 2.6283 0.1363
H: 6.0525 2.6694 -0.2487
H: 7.2020 2.0679 -1.4516
H: 6.6104 0.7596 1.2395
H: 8.3428 -0.1753 -1.0913
H: 7.9492 -1.1377 0.3386
H: 8.9259 0.3414 0.5137

Computed properties:
* E_HOMO: -0.0931 hartree
* ΔE to the lowest compared entry with this formula, charge and spin: 0.0 kJ/mol
* charge: -2
* lowest unoccupied orbital energy: 3.8865 eV

Entry 7:
3 unconnected molecules or ions with the total composition C2H10N2O3, computed with ωB97M-V/def2-TZVPD.

Atoms and positions in Å:
N: -1.6762 1.4767 0.3493
C: -0.4810 0.7127 0.7540
C: 0.6490 0.8081 -0.2602
N: 0.2906 0.9305 -1.5611
O: 1.8072 0.9073 0.1027
H: -1.6923 2.4048 0.7444
H: -2.4995 0.9849 0.6562
H: -0.8168 -0.3000 0.9482
H: -0.0656 1.1078 1.6726
H: -0.6497 0.6889 -1.8108
H: 0.9316 1.3362 -2.2156
O: -1.4640 -2.7305 -1.7408
H: -1.5379 -3.3355 -0.9951
H: -1.8171 -3.2214 -2.4907
O: 3.0362 -0.9507 2.1418
H: 2.8450 -0.7631 1.2133
H: 3.1406 -0.0568 2.4917

Computed properties:
* SMILES: NCC(N)=O.O.O
* E_HOMO: -0.3497 hartree
* ΔE to the lowest compared entry with this formula, charge and spin: 71.7 kJ/mol
* charge: 0
* lowest unoccupied orbital energy: 0.5886 eV